## a
The following is a DFT calculation (ωB97M-V with the def2-TZVPD basis set) of 3 unconnected molecules or ions with the total composition CH10N2O2.

* SMILES string: NCN.O.O
* orbital gap: 10.31 eV

Geometry as ORCA input:
```
! RIJCOSX wB97M-V def2-TZVPD def2/J DEFGRID3
* xyz 0 1
N 2.11407 -1.86022 -0.27787
C 1.89282 -0.46570 -0.71242
N 0.51484 -0.01938 -0.58981
H 1.49715 -2.10353 0.49059
H 1.81208 -2.48564 -1.01398
H 2.61650 0.11438 -0.14715
H 2.18027 -0.37244 -1.76219
H 0.48772 0.91650 -0.98307
H 0.24276 0.12730 0.38020
H -2.34358 1.26117 -2.88622
H -3.50666 1.89842 -3.62843
O -2.56168 1.99583 -3.47564
H -1.02140 0.74388 4.65765
H -1.96904 -0.25655 5.26880
O -1.95584 0.50598 4.67955
*
```



## b
The following is a DFT calculation (ωB97M-V with the def2-TZVPD basis set) of 3 unconnected molecules or ions with the total composition CH10N2O2.

* SMILES string: NCN.O.O
* orbital gap: 9.64 eV

Geometry as ORCA input:
```
! RIJCOSX wB97M-V def2-TZVPD def2/J DEFGRID3
* xyz 0 1
N -0.44738 -1.96565 -0.45495
C 0.50744 -1.04760 0.12015
N -0.01414 0.17094 0.83365
H -1.10394 -2.34949 0.28179
H -1.01383 -1.47135 -1.05841
H 1.10235 -1.55852 0.80806
H 1.14851 -0.66341 -0.68221
H -0.68102 0.55611 0.23722
H -0.51109 -0.05386 1.65833
H 2.61840 2.02639 0.35078
H 1.57976 1.21105 1.14987
O 2.41698 1.73392 1.21951
H -1.93640 1.14468 -2.30553
H -3.09939 0.72285 -1.44216
O -2.15665 0.67659 -1.51569
*
```



Relative energy of each structure, in kcal/mol: a 6.8; b 0.0.



## a
The following is a DFT calculation (ωB97M-V with the def2-TZVPD basis set) of C17H20N2O2S in the gas phase.

* SMILES string: CCOc1ncccc1C(=O)NCCCSc1ccccc1
* orbital gap: 8.92 eV

Geometry as ORCA input:
```
! RIJCOSX wB97M-V def2-TZVPD def2/J DEFGRID3
* xyz 0 1
C -2.73314 -1.61191 -2.10663
C -2.58208 -0.11101 -2.30186
H -3.50724 0.39964 -2.01960
H -2.33155 0.12186 -3.34017
O -1.50196 0.43127 -1.54624
C -1.73491 0.72327 -0.25246
N -2.88907 0.35596 0.27566
C -3.15404 0.67018 1.53433
C -2.29004 1.39457 2.33123
C -1.07975 1.78550 1.77819
C -0.76131 1.43804 0.47385
C 0.55981 1.89198 -0.06327
O 1.10130 2.89609 0.36296
N 1.10563 1.06489 -0.97614
H 0.53847 0.30587 -1.31757
C 2.37549 1.28275 -1.63932
H 2.28293 2.09263 -2.37348
C 3.51973 1.62888 -0.68072
C 3.57098 0.74246 0.55560
H 2.74072 0.97192 1.21709
H 4.50823 0.89680 1.08964
S 3.48606 -1.04549 0.16444
C 1.82296 -1.46969 0.62216
C 1.11637 -2.32516 -0.21488
C -0.16473 -2.72016 0.12185
C -0.75580 -2.25247 1.28382
C -0.04498 -1.41243 2.12377
C 1.24585 -1.03168 1.80583
H 1.80003 -0.40647 2.49011
H -0.49128 -1.06158 3.04254
H -1.76111 -2.54984 1.54135
H -0.70329 -3.39717 -0.52433
H 1.58432 -2.68143 -1.12046
H 3.40080 2.65639 -0.33401
H 4.45462 1.55025 -1.23826
H 2.61659 0.35920 -2.16951
H -0.36365 2.36642 2.34094
H -2.55027 1.64863 3.34597
H -4.11262 0.32441 1.89806
H -3.54087 -1.97844 -2.73369
H -2.96469 -1.82365 -1.06677
H -1.81251 -2.12128 -2.38003
*
```



## b
The following is a DFT calculation (ωB97M-V with the def2-TZVPD basis set) of C17H20N2O2S in the gas phase.

* SMILES string: C[C@H](O)CNCCOc1ccc2c(c1)Sc1ccccc1N2
* orbital gap: 8.91 eV

Geometry as ORCA input:
```
! RIJCOSX wB97M-V def2-TZVPD def2/J DEFGRID3
* xyz 0 1
C 1.42248 -2.86674 1.81772
C 1.39086 -1.86562 3.04723
O 2.60105 -1.94849 3.83732
C 0.08900 -2.05201 3.94017
N -1.12949 -2.32288 3.14520
C -2.16712 -1.27308 3.27273
C -2.42674 -0.47640 1.91459
O -2.12565 0.93578 2.14088
C -1.54952 1.45248 0.98077
C -2.33531 2.36288 0.12700
C -1.81285 2.91193 -1.11619
C -0.45648 2.57247 -1.58914
C 0.32934 1.68762 -0.69538
C -0.19090 1.14606 0.54633
S 2.01421 1.29625 -1.30830
C 1.66867 1.08039 -3.09801
C 2.30071 0.02567 -3.87006
C 1.96090 -0.12870 -5.28069
C 0.98210 0.79891 -5.86508
C 0.35220 1.87314 -5.07811
C 0.68551 2.04061 -3.65371
N 0.08776 3.08819 -2.83542
H 1.04860 -3.88638 2.10907
H 0.82220 -2.47612 0.95405
H 2.47934 -2.98503 1.45195
H 1.35490 -0.81091 2.65250
H 3.00943 -1.06651 3.79340
H 0.02441 -1.14422 4.59748
H 0.24392 -2.94120 4.61950
H -1.56472 -3.18195 3.48212
H -3.11729 -1.77864 3.61865
H -1.94600 -0.48422 4.04096
H -3.50624 -0.62586 1.61284
H -1.82156 -0.90183 1.06572
H -3.36516 2.62258 0.46265
H -2.40763 3.60739 -1.76341
H 0.41680 0.46518 1.18637
H 3.01524 -0.66583 -3.35332
H 2.43197 -0.96438 -5.84777
H 0.72694 0.62562 -6.94202
H -0.39636 2.54334 -5.57390
H 0.86050 3.71053 -2.54672
*
```



Relative energy of each structure, in kcal/mol: a 0.0; b 101.1.



## a
The following is a DFT calculation (ωB97M-V with the def2-TZVPD basis set) of 2 unconnected molecules or ions with the total composition C5H14NO2.

* orbital gap: 11.37 eV

Geometry as ORCA input:
```
! RIJCOSX wB97M-V def2-TZVPD def2/J DEFGRID3
* xyz 1 1
O 0.86912 -1.30111 2.32094
C -0.10807 -1.74524 1.34803
C -0.10186 -0.97758 -0.00593
N 0.31812 0.52492 0.35726
C -0.49953 1.41793 -0.44420
C -1.51402 0.62883 -1.23073
C -1.54066 -0.74965 -0.48505
H 1.24584 -0.42496 2.33907
H 0.05359 -2.82083 1.37903
H -1.05192 -1.59379 1.83413
H 0.69768 -1.26163 -0.65302
H 0.26007 0.62595 1.37173
H 1.30809 0.70524 0.11220
H 0.04570 2.10074 -1.08032
H -0.95184 2.18150 0.23490
H -1.17285 0.43926 -2.24151
H -2.54974 0.99628 -1.41482
H -2.24837 -0.51198 0.35318
H -2.05272 -1.52571 -1.01647
H 2.36536 2.34972 -2.11758
H 2.24103 0.86313 -2.04397
O 1.90608 1.66353 -1.61284
*
```



## b
The following is a DFT calculation (ωB97M-V with the def2-TZVPD basis set) of 3 unconnected molecules or ions with the total composition C5H14NO2.

* orbital gap: 8.45 eV

Geometry as ORCA input:
```
! RIJCOSX wB97M-V def2-TZVPD def2/J DEFGRID3
* xyz 1 1
C 0.67710 0.14291 -2.23914
C -0.33018 0.76079 -1.21953
C -0.48300 0.17336 0.19106
C -1.58663 0.36682 0.87794
C 1.90209 -0.62252 0.54947
N 0.54927 -0.56703 0.75858
H 0.81236 0.71442 -3.23107
H 1.65329 0.14699 -1.73678
H 0.49988 -0.92478 -2.54996
H -0.09894 1.78566 -0.96532
H -1.27045 0.93800 -1.72729
H -2.66712 0.81663 0.70361
H -1.64276 0.14852 1.96882
H 2.64256 -1.15964 1.30358
H 2.45082 -0.06048 -0.33579
H 0.30000 -1.21463 1.55987
H -2.28301 3.53020 0.84196
H -3.26501 2.70769 1.59033
O -2.46779 2.61069 1.15294
H 0.80569 -3.53681 0.61363
H 2.26027 -3.64088 0.99356
O 1.54154 -3.11592 0.89953
*
```



Relative energy of each structure, in kcal/mol: a 0.0; b 56.5.



## a
The following is a DFT calculation (ωB97M-V with the def2-TZVPD basis set) of 2 unconnected molecules or ions with the total composition C5H14NO2.

* orbital gap: 10.51 eV

Geometry as ORCA input:
```
! RIJCOSX wB97M-V def2-TZVPD def2/J DEFGRID3
* xyz 1 1
O -0.66468 0.19617 -3.48439
C -0.08826 -0.36180 -2.61235
C 0.45011 0.66767 -1.49874
C 0.17137 -0.13974 -0.15674
C 0.67142 0.46196 1.18977
C -1.29409 -0.52379 0.16901
N -0.28344 1.90554 -1.64763
H 0.02780 -1.47280 -2.39793
H 1.46113 0.88634 -1.75553
H 0.81187 -1.09443 -0.22203
H -0.10546 0.35719 1.94882
H 0.84437 1.55392 1.20967
H 1.63888 0.09306 1.49394
H -1.18430 -1.35826 0.90877
H -1.95683 -0.66190 -0.65821
H -1.77271 0.30419 0.77030
H 0.27632 2.74720 -1.38110
H -0.32695 2.10243 -2.65830
H -1.24573 2.09998 -1.28816
H 1.43662 -2.34339 4.31611
H 0.33283 -3.09187 4.10068
O 0.79973 -2.32767 3.65406
*
```



## b
The following is a DFT calculation (ωB97M-V with the def2-TZVPD basis set) of 2 unconnected molecules or ions with the total composition C5H14NO2.

* orbital gap (spin up / spin down): 9.30 / 9.30 eV

Geometry as ORCA input:
```
! RIJCOSX wB97M-V def2-TZVPD def2/J DEFGRID3
* xyz 1 1
C -1.19748 -1.19343 1.65903
C -2.27409 1.03758 -0.92546
C 2.18123 1.00069 0.37191
C 1.35454 -1.78648 -0.64535
C -0.03605 0.10969 0.04711
N -0.90850 1.26374 -0.61021
O 0.86301 0.78005 0.83296
O 0.48147 -0.62891 -1.01729
H -0.45288 -1.16939 2.47307
H -2.08304 -0.45473 1.65064
H -1.22967 -2.18265 1.13072
H -2.90924 1.85548 -1.23207
H -2.37216 0.20569 -1.71252
H -2.80676 0.72106 0.04072
H 2.24097 0.87201 -0.72712
H 2.90091 0.34247 0.82503
H 2.58813 1.96827 0.67836
H 0.94011 -2.28933 0.30973
H 2.36187 -1.44651 -0.50741
H 1.32783 -2.57322 -1.41046
H -0.22358 1.62744 -1.39232
H -0.74662 1.94045 0.16093
*
```



Relative energy of each structure, in kcal/mol: a 0.0; b 66.0.



## a
The following is a DFT calculation (ωB97M-V with the def2-TZVPD basis set) of 2 unconnected molecules or ions with the total composition C5H14NO2.

* orbital gap: 11.16 eV

Geometry as ORCA input:
```
! RIJCOSX wB97M-V def2-TZVPD def2/J DEFGRID3
* xyz 1 1
C -2.28209 -0.57385 0.52144
C -0.86354 -0.31204 0.09824
C 0.23086 -1.22369 0.51333
C 1.58925 -0.67309 0.85775
C 2.46544 -0.62769 -0.37045
O 1.90761 -0.74039 -1.46653
N -0.79093 -0.20285 -1.44906
H -3.10352 -0.14228 -0.00704
H -2.48646 0.01996 1.63338
H -2.49291 -1.68965 0.51828
H -0.66487 0.83845 0.54819
H 0.31208 -2.07133 -0.29167
H 0.02106 -2.11675 1.20863
H 2.24229 -1.27756 1.53395
H 1.41296 0.28943 1.14776
H 3.55165 -0.61193 -0.25836
H -1.67249 0.44036 -1.68763
H -0.95879 -1.12869 -1.83622
H 0.27745 0.08371 -1.66052
H 1.17643 3.73618 0.08323
H -0.14648 4.39358 0.14685
O 0.27500 3.59009 0.21645
*
```



## b
The following is a DFT calculation (ωB97M-V with the def2-TZVPD basis set) of 2 unconnected molecules or ions with the total composition C5H14NO2.

* orbital gap: 9.53 eV

Geometry as ORCA input:
```
! RIJCOSX wB97M-V def2-TZVPD def2/J DEFGRID3
* xyz 1 1
C 1.77608 0.12538 -1.21526
C -0.34100 1.69260 -0.19450
C -1.53035 -1.22333 -0.80971
C 1.31797 0.04849 0.24543
C -0.17551 0.29199 0.27222
N -0.63225 -0.15329 1.67227
O -2.58671 -1.19595 -0.00740
O 1.50181 -1.26015 0.79173
H 2.24586 1.11902 -1.37026
H 0.80558 0.05603 -1.79274
H 2.33855 -0.80258 -1.40330
H -1.35172 1.98831 -0.18907
H 0.06246 2.51217 0.38109
H 0.17105 1.76230 -1.18018
H -1.40232 -0.65611 -1.70122
H -0.91942 -2.11987 -0.68273
H 1.74834 0.75996 0.90164
H -1.71087 -0.31630 1.82679
H -0.37319 0.54537 2.34398
H -0.07030 -0.97950 1.77608
H -3.33052 -0.57852 -0.35069
H 2.45648 -1.61601 0.68583
*
```



## c
The following is a DFT calculation (ωB97M-V with the def2-TZVPD basis set) of 2 unconnected molecules or ions with the total composition C5H14NO2.

* orbital gap: 11.59 eV

Geometry as ORCA input:
```
! RIJCOSX wB97M-V def2-TZVPD def2/J DEFGRID3
* xyz 1 1
O 1.17487 0.99743 2.33701
C 1.01492 1.70225 1.10642
C -0.11580 0.85786 0.50882
N 0.54093 -0.53792 0.36300
C 0.85027 -0.77303 -1.06588
C 0.05943 0.31970 -1.99684
C -0.55033 1.22388 -0.93223
H 1.48884 1.53909 3.05464
H 0.64200 2.73287 1.38529
H 2.09928 1.55712 0.61212
H -0.94998 0.63016 1.11790
H 1.46656 -0.55675 0.86819
H -0.11103 -1.21664 0.76536
H 0.55318 -1.75882 -1.45195
H 1.94290 -0.55875 -1.16477
H -0.61456 0.17662 -2.79655
H 0.94860 0.80385 -2.58624
H -0.14358 2.27241 -1.24984
H -1.63880 1.40708 -1.06103
H -2.67141 -3.98549 1.42917
H -3.10787 -3.55639 -0.06447
O -2.87843 -3.27652 0.82188
*
```



Relative energy of each structure, in kcal/mol: a 17.5; b 37.7; c 0.0.